Entry 1:
Molecular formula: C5H11N3
Method: DFT, wB97M-V/def2-TZVPD

XYZ file:
```
19
Properties=species:S:1:pos:R:3:mulliken_charge:R:1
C 0.91 0.11 0.55 0.118
C -0.05 -0.88 -1.11 -1.198
C 0.74 1.55 0.08 -1.307
C -0.44 -1.02 0.27 1.294
N 2.32 -0.27 0.46 -0.651
C -2.49 0.60 -0.27 -0.220
N -1.94 -0.45 0.13 -0.426
N -0.28 -2.19 0.83 -0.793
H 0.75 0.15 1.63 0.264
H 2.40 -1.26 0.65 0.302
H 2.68 -0.08 -0.47 0.266
H -0.95 -2.38 1.58 0.268
H -0.20 -1.81 -1.66 0.314
H -0.02 -0.07 -1.84 0.263
H 1.03 1.67 -0.97 0.361
H -0.27 1.92 0.25 0.276
H 1.41 2.19 0.66 0.377
H -2.04 1.52 -0.66 0.229
H -3.56 0.70 -0.11 0.264
```

Output
- Energy above the lowest of the compared OMol25 structures with the same formula, charge and spin: 7.1679 eV
- Charge: 0
- Calculated total energy: -361.12598 hartree
- E_LUMO (alpha / beta): -0.79 / 0.21 eV
- Highest occupied orbital energy (alpha / beta): -7.58 / -8.15 eV


Entry 2:
Molecular formula: C18H30O7Si2
Method: DFT, wB97M-V/def2-TZVPD

XYZ file:
```
57
Properties=species:S:1:pos:R:3:mulliken_charge:R:1
C -3.16 -1.16 -1.12 -0.953
C -1.97 -0.10 -1.62 0.065
C -2.13 1.41 -1.01 -0.581
C -1.08 1.74 0.24 0.121
C 0.34 2.25 -0.50 -0.697
Si 1.93 1.61 0.36 0.360
C 1.83 -0.31 0.39 0.692
C 1.41 -0.99 1.81 0.417
C 0.69 -0.29 3.10 -0.114
C 0.29 -1.13 4.48 -0.453
C 0.58 -2.77 4.63 -0.392
C 1.30 -3.49 3.31 -0.416
C 1.72 -2.63 1.95 -0.358
O 2.27 2.30 1.94 -0.338
Si 1.50 3.85 2.19 0.589
H -3.61 -1.68 -2.09 0.166
H -2.65 -2.01 -0.50 0.333
H -4.00 -0.59 -0.53 0.249
H -2.06 -0.08 -2.81 0.303
H -0.94 -0.61 -1.39 -0.104
H -3.25 1.56 -0.73 0.059
H -1.85 2.17 -1.90 0.242
H -1.55 2.56 0.93 0.287
H -0.93 0.70 0.79 -0.049
H 0.30 1.73 -1.57 0.336
H 0.33 3.41 -0.73 0.246
H 3.07 1.97 -0.51 -0.241
H 2.86 -0.71 0.00 -0.298
H 1.00 -0.64 -0.40 -0.180
H 0.42 0.85 3.06 0.101
H -0.23 -0.62 5.42 0.250
H 0.27 -3.39 5.60 0.267
H 1.49 -4.64 3.39 0.272
H 2.24 -3.23 1.07 0.233
H 0.05 3.67 2.28 -0.151
H 1.87 4.85 1.15 -0.142
H 1.94 4.32 3.53 -0.185
C 6.25 -1.24 -0.57 -0.280
C 6.89 -2.57 -0.32 -0.363
O 5.78 -3.45 -0.20 -0.303
C 4.74 -2.87 -0.86 0.703
O 3.68 -3.42 -1.11 -0.573
O 5.04 -1.58 -1.22 -0.281
H 6.86 -0.60 -1.20 0.301
H 6.01 -0.71 0.36 0.256
H 7.51 -2.90 -1.16 0.265
H 7.49 -2.58 0.59 0.299
C -6.99 0.94 -2.82 -0.423
C -5.70 0.53 -3.45 0.053
O -4.87 1.65 -3.25 -0.269
C -5.36 2.33 -2.18 0.686
O -4.80 3.26 -1.63 -0.539
O -6.58 1.84 -1.81 -0.325
H -7.53 0.09 -2.39 0.320
H -7.65 1.47 -3.52 0.264
H -5.25 -0.34 -2.95 -0.053
H -5.81 0.31 -4.52 0.325
```

Output
- Energy above the lowest of the compared OMol25 structures with the same formula, charge and spin: 5.4312 eV
- Charge: 0
- Calculated total energy: -1809.21826 hartree
- E_LUMO: 0.52 eV
- Highest occupied orbital energy: -8.06 eV